Formula: C16H50AsF6N2O12
Source: the OMol25 dataset
Level of theory: ωB97M-V with the def2-TZVPD basis set

Geometry as XYZ:
```
87
Properties=species:S:1:pos:R:3:lowdin_charge:R:1
As -11.668 -17.700 3.889 0.902
F -13.304 -17.896 3.221 -0.262
F -11.775 -15.993 3.276 -0.283
F -12.435 -17.276 5.402 -0.254
F -11.761 -19.472 4.331 -0.279
F -10.076 -17.402 4.601 -0.258
F -10.830 -18.326 2.481 -0.240
O -9.000 -16.569 0.725 -0.069
O -11.007 -15.425 7.538 -0.035
O -8.644 -16.737 6.846 -0.071
O -12.739 -22.073 8.620 -0.072
O -14.058 -18.447 -1.361 -0.070
O -7.552 -11.614 4.455 -0.177
O -13.654 -16.467 1.013 -0.103
O -7.257 -16.498 -1.966 -0.051
O -15.311 -21.258 6.004 -0.039
O -12.545 -21.996 5.730 -0.089
O -17.922 -20.465 5.190 -0.072
O -3.486 -18.236 4.041 -0.186
N -5.101 -15.896 4.089 0.019
N -10.763 -13.404 4.210 0.347
C -8.855 -17.503 -0.263 -0.282
C -6.990 -11.287 3.186 -0.062
C -5.758 -17.182 4.068 -0.429
C -15.454 -19.948 5.756 -0.267
C -7.022 -17.004 3.302 -0.086
C -4.805 -18.324 3.511 -0.174
C -7.485 -17.504 -1.025 -0.230
C -16.687 -19.771 4.864 -0.224
C -9.768 -12.451 3.804 -0.332
C -8.418 -12.740 4.472 -0.168
C -10.446 -11.241 4.393 -0.027
C -13.270 -18.523 -0.158 -0.222
C -11.956 -22.969 7.839 -0.250
C -12.733 -17.102 0.077 -0.195
C -2.535 -19.214 3.632 -0.102
C -12.577 -23.238 6.452 -0.210
H -16.196 -21.602 5.863 0.095
H -6.882 -17.144 -0.192 0.103
H -13.828 -18.891 0.703 0.111
H -4.284 -15.962 4.680 0.066
H -13.545 -16.811 1.903 0.001
H -12.988 -16.511 -0.803 0.115
H -11.664 -16.927 0.198 0.077
H -6.846 -16.625 2.295 0.062
H -14.623 -19.576 5.156 0.120
H -7.169 -18.494 -1.355 0.123
H -9.787 -10.389 4.232 0.100
H -2.523 -20.110 4.254 0.082
H -16.886 -18.699 4.873 0.111
H -13.585 -23.644 6.532 0.119
H -4.842 -18.219 2.427 0.112
H -10.918 -22.640 7.807 0.116
H -9.866 -16.827 1.048 0.037
H -1.483 -18.932 3.582 0.081
H -16.478 -19.890 3.801 0.116
H -11.763 -16.012 7.501 0.046
H -11.425 -10.960 4.003 0.101
H -8.925 -18.440 0.290 0.115
H -4.725 -15.609 3.197 0.069
H -10.472 -11.075 5.470 0.107
H -11.365 -14.561 7.336 0.039
H -11.510 -13.555 3.548 0.153
H -6.690 -12.128 2.562 0.101
H -8.603 -12.794 5.545 0.145
H -8.860 -17.454 6.250 0.004
H -7.491 -17.984 3.211 0.088
H -9.446 -16.217 6.896 -0.042
H -9.727 -17.565 -0.914 0.110
H -6.176 -10.589 3.383 0.101
H -9.553 -12.396 2.737 0.185
H -7.427 -16.917 -2.813 0.083
H -13.406 -21.572 5.735 0.029
H -12.025 -23.887 8.423 0.110
H -11.871 -23.894 5.944 0.112
H -8.042 -13.703 4.129 0.134
H -5.317 -19.282 3.600 0.119
H -7.851 -10.771 2.760 0.081
H -6.010 -17.198 5.128 0.136
H -10.343 -14.321 4.268 0.133
H -2.775 -19.490 2.605 0.080
H -18.727 -20.195 4.742 0.086
H -7.703 -16.279 3.747 0.059
H -12.460 -19.250 -0.222 0.107
H -14.597 -19.236 -1.455 0.078
H -12.828 -21.357 7.986 0.063
H -15.774 -19.372 6.625 0.126
```

E_tot = -122090.4092 eV
M = 651.5 g/mol
LUMO (alpha / beta) = -0.0178 / -0.2266 Eh
multiplicity = 2
HOMO energy (alpha / beta) = -9.036 / -9.036 eV

***

Formula: C3H2FO2Zn
Source: the OMol25 dataset
Level of theory: ωB97M-V with the def2-TZVPD basis set

Geometry as XYZ:
```
9
Properties=species:S:1:pos:R:3:lowdin_charge:R:1
Zn 2.996 -0.037 -0.447 0.708
F -1.925 0.903 -0.674 0.020
O 0.522 0.807 0.991 -0.040
O 0.264 -0.897 -0.392 -0.148
C -1.803 -0.043 0.296 -0.104
C 1.101 -0.009 0.278 -0.535
C -0.998 -1.108 0.113 -0.140
H -1.128 -1.990 0.739 0.118
H -2.562 0.029 1.073 0.120
```

E_tot = -58369.7927 eV
M = 154.4 g/mol
energy relative to the best compared isomer or geometry (same formula, charge and spin) = 1.526 eV
LUMO (alpha / beta) = -0.0067 / -0.0595 Eh
multiplicity = 2
HOMO energy (alpha / beta) = -8.157 / -9.123 eV

***

Formula: C17H22N2O3S
Source: the OMol25 dataset
Level of theory: ωB97M-V with the def2-TZVPD basis set

Geometry as XYZ:
```
45
Properties=species:S:1:pos:R:3:lowdin_charge:R:1
S -2.923 -0.624 -0.817 0.971
O 0.110 0.974 -0.850 0.031
O -0.807 -3.844 -0.284 0.058
O -4.377 -2.948 -2.361 -0.047
N -0.288 -1.618 -0.294 0.118
N 1.187 1.999 0.840 0.072
C -2.836 -4.650 -1.913 -0.002
C 1.751 4.305 0.123 -0.194
C 3.505 -1.455 1.452 -0.089
C 0.662 3.312 0.549 -0.170
C -4.691 -0.865 -1.154 -0.421
C -2.408 -2.308 -1.113 -0.360
C -1.104 -2.688 -0.526 -0.460
C 3.204 4.126 2.229 -0.112
C 0.901 0.918 0.086 -0.414
C 0.960 -1.589 0.302 -0.142
C 2.861 -0.301 1.052 -0.041
C 2.866 -2.676 1.305 -0.070
C 1.585 -0.338 0.496 -0.066
C -4.824 -1.617 -2.467 -0.244
C -3.186 -3.202 -1.758 -0.304
C 1.611 -2.745 0.734 0.004
C 2.428 5.036 1.284 -0.266
H 3.117 5.772 0.863 0.104
H 0.125 3.694 1.423 0.127
H 1.817 1.905 1.619 0.106
H 3.379 0.644 1.145 0.105
H 3.355 -3.584 1.623 0.106
H -2.853 -5.148 -0.947 0.091
H -1.833 -4.765 -2.315 0.090
H -5.141 0.123 -1.214 0.080
H 2.500 3.771 -0.466 0.117
H -5.134 -1.433 -0.337 0.090
H 4.497 -1.404 1.873 0.100
H -3.563 -5.109 -2.578 0.087
H -5.872 -1.691 -2.773 0.129
H -0.051 3.168 -0.266 0.118
H 3.789 4.722 2.926 0.071
H 1.294 5.053 -0.527 0.108
H 3.890 3.490 1.672 0.071
H -0.574 -0.705 -0.656 0.052
H 1.672 5.583 1.852 0.105
H 2.533 3.501 2.814 0.064
H 1.122 -3.695 0.603 0.099
H -4.259 -1.092 -3.249 0.130
```

E_tot = -37944.8532 eV
M = 334.4 g/mol
SMILES = CCCCNC(=O)c1ccccc1NC(=O)C1=C(C)OCCS1
energy relative to the best compared isomer or geometry (same formula, charge and spin) = 0.366 eV
LUMO = 0.0257 Eh
multiplicity = 1
HOMO energy = -7.818 eV

***

Formula: AlH8O4
Source: the OMol25 dataset
Level of theory: ωB97M-V with the def2-TZVPD basis set

Geometry as XYZ:
```
13
Properties=species:S:1:pos:R:3:lowdin_charge:R:1
Al -1.382 -0.397 -0.041 1.459
O -0.653 1.341 -0.970 0.124
O 0.150 -0.921 -1.369 0.102
O -0.625 -0.741 1.871 0.133
O 0.614 -0.001 0.458 -0.061
H -1.008 2.221 -1.097 0.163
H 1.063 -0.833 -1.096 0.129
H 0.183 -1.238 2.001 0.164
H 1.503 0.003 0.103 0.154
H 0.233 1.385 -1.331 0.143
H 0.199 -1.168 -2.293 0.169
H -0.855 -0.424 2.744 0.169
H 0.577 0.773 1.020 0.151
```

E_tot = -14878.5289 eV
M = 99.0 g/mol
energy relative to the best compared isomer or geometry (same formula, charge and spin) = 4.061 eV
LUMO = -0.7099 Eh
multiplicity = 1
total charge = +3
HOMO energy = -26.667 eV

***

Formula: C6H16
Source: the OMol25 dataset
Level of theory: ωB97M-V with the def2-TZVPD basis set

Geometry as XYZ:
```
22
Properties=species:S:1:pos:R:3:lowdin_charge:R:1
C 1.978 -1.097 -1.258 -0.057
C 1.053 -1.444 1.072 -0.083
C -2.819 1.382 0.664 -0.175
C 1.870 0.946 0.213 -0.103
C -2.982 0.490 -0.627 -0.164
C 1.153 -0.390 -0.072 -0.427
H 3.008 -1.183 -0.936 0.076
H 0.195 0.054 -0.346 0.097
H -2.648 2.424 0.335 0.053
H -2.641 1.032 -1.475 0.035
H 1.955 -0.555 -2.136 0.044
H -3.793 1.414 1.224 0.067
H 0.719 -2.352 0.580 0.055
H 2.084 -1.687 1.412 0.087
H -4.089 0.220 -0.600 0.077
H 0.310 -1.231 1.860 0.073
H 1.581 1.346 1.153 0.055
H 1.607 -2.053 -1.387 0.036
H 1.506 1.532 -0.630 0.076
H -1.925 1.235 1.283 0.046
H 2.958 0.938 0.269 0.072
H -2.399 -0.471 -0.550 0.061
```

E_tot = -6480.4943 eV
M = 88.2 g/mol
SMILES = CC(C)C.CC
energy relative to the best compared isomer or geometry (same formula, charge and spin) = 1.163 eV
LUMO = 0.0372 Eh
multiplicity = 1
HOMO energy = -10.934 eV

***

Formula: C9H12N3OS
Source: the OMol25 dataset
Level of theory: ωB97M-V with the def2-TZVPD basis set

Geometry as XYZ:
```
26
Properties=species:S:1:pos:R:3:lowdin_charge:R:1
S 0.978 -3.538 -1.797 0.875
O 0.898 -1.135 2.561 0.016
N -1.169 -0.172 2.546 0.057
N 0.540 -1.309 -0.221 0.106
N 0.655 -2.574 -0.389 -0.322
C 1.768 0.748 -2.980 -0.001
C 0.272 2.002 -1.464 -0.025
C 1.529 -0.450 -2.311 0.019
C 0.737 -0.361 -1.119 -0.263
C -1.811 0.690 1.929 -0.119
C 0.129 0.858 -0.759 0.006
C 1.146 1.972 -2.566 0.040
C -2.433 1.946 2.360 -0.088
C -0.409 -1.114 2.796 -0.310
H -0.409 2.796 -1.228 0.121
H -1.833 2.559 2.982 0.064
H 2.026 -1.339 -2.518 0.043
H -0.575 0.773 0.103 0.085
H -0.827 -2.058 3.163 0.142
H 1.337 2.809 -3.129 0.094
H 1.142 -0.176 2.441 0.141
H -2.831 2.603 1.620 0.057
H 2.110 0.671 -3.916 0.076
H -3.262 1.523 2.966 0.106
H 0.048 -4.564 -1.392 -0.029
H 0.244 -3.160 0.323 0.109
```

E_tot = -26867.8909 eV
M = 210.3 g/mol
energy relative to the best compared isomer or geometry (same formula, charge and spin) = 5.402 eV
LUMO (alpha / beta) = -0.2082 / -0.2082 Eh
multiplicity = 1
total charge = +1
HOMO energy (alpha / beta) = -10.023 / -10.024 eV

***

Sequential max |F| output: 4.5; 4.1; 0.9; 6.7; 3.6; 4.3 eV Å⁻¹